Molecular formula: C36H72O12
Method: DFT, ωB97M-V/def2-TZVPD

Each line ends with the Mulliken charge.
Atoms and positions in Å:
1 C -0.076 -1.252 -2.900  0.42
2 C -0.058 -2.564 -3.632  0.35
3 O -0.857 -2.827 -4.501  -0.61
4 C 0.961 -3.575 -3.165  -0.81
5 H -0.688 -1.330 -1.997  -0.20
6 H -0.508 -0.470 -3.521  0.30
7 H 0.936 -1.002 -2.576  -0.17
8 H 1.023 -4.409 -3.860  0.42
9 H 0.609 -4.009 -2.222  0.22
10 H 1.920 -3.095 -2.996  0.10
11 C 2.760 4.609 3.206  -1.48
12 C 2.441 3.451 2.319  0.99
13 O 1.873 3.620 1.256  -0.55
14 C 2.838 2.080 2.777  -0.84
15 H 3.845 4.781 3.214  0.42
16 H 2.518 4.402 4.251  0.37
17 H 2.300 5.518 2.834  0.33
18 H 2.877 1.391 1.935  0.12
19 H 2.079 1.653 3.446  0.15
20 H 3.763 2.086 3.353  0.45
21 C -5.651 -0.456 0.408  -0.89
22 C -5.259 -0.678 1.846  0.56
23 O -5.559 -1.669 2.464  -0.61
24 C -4.428 0.417 2.500  0.69
25 H -5.758 0.598 0.181  0.34
26 H -6.496 -1.080 0.124  0.41
27 H -4.817 -0.829 -0.204  0.01
28 H -4.126 1.165 1.770  -0.52
29 H -3.518 -0.088 2.822  -0.59
30 H -4.963 0.841 3.344  0.57
31 C -1.090 -0.388 4.309  0.81
32 C -1.536 -0.454 5.757  0.35
33 O -0.861 0.001 6.646  -0.60
34 C -2.914 -1.011 6.027  -0.95
35 H -1.649 -1.136 3.749  0.17
36 H -0.018 -0.545 4.229  0.04
37 H -1.343 0.617 3.967  -0.61
38 H -3.520 -0.969 5.125  0.19
39 H -3.353 -0.402 6.813  0.37
40 H -2.801 -2.038 6.373  0.28
41 C -4.052 1.660 -1.758  -0.56
42 C -3.336 2.642 -2.641  0.53
43 O -2.147 2.561 -2.840  -0.44
44 C -4.174 3.702 -3.290  -1.44
45 H -3.512 1.435 -0.838  -0.06
46 H -4.220 0.718 -2.289  0.46
47 H -5.057 2.003 -1.495  0.41
48 H -4.625 4.334 -2.526  0.35
49 H -4.966 3.229 -3.880  0.37
50 H -3.565 4.275 -3.985  0.36
51 C 5.688 1.580 -2.707  -1.35
52 C 4.785 1.189 -1.580  0.54
53 O 5.239 0.691 -0.564  -0.59
54 C 3.333 1.549 -1.689  0.16
55 H 5.281 1.341 -3.686  0.32
56 H 6.688 1.207 -2.494  0.38
57 H 5.799 2.673 -2.697  0.35
58 H 2.824 1.469 -0.735  -0.27
59 H 2.875 0.934 -2.467  0.07
60 H 3.257 2.573 -2.057  0.40
61 C 0.887 2.822 -4.361  -0.30
62 C 2.180 2.772 -5.139  0.63
63 O 3.183 2.283 -4.669  -0.48
64 C 2.157 3.289 -6.552  -1.29
65 H 0.073 2.403 -4.950  0.39
66 H 0.615 3.843 -4.080  0.36
67 H 0.990 2.284 -3.421  -0.31
68 H 1.194 3.137 -7.039  0.34
69 H 2.930 2.803 -7.140  0.36
70 H 2.315 4.370 -6.496  0.30
71 C 3.231 -4.481 3.090  -1.27
72 C 1.953 -3.870 2.587  0.78
73 O 1.721 -3.723 1.409  -0.44
74 C 0.954 -3.376 3.607  -0.81
75 H 3.023 -5.305 3.773  0.41
76 H 3.769 -3.717 3.660  0.33
77 H 3.860 -4.784 2.259  0.25
78 H 0.116 -2.948 3.056  -0.03
79 H 1.350 -2.515 4.154  0.26
80 H 0.626 -4.159 4.287  0.53
81 C -0.091 1.334 -0.368  1.37
82 C -0.539 0.222 0.524  0.58
83 O -1.665 0.194 0.985  -0.49
84 C 0.401 -0.943 0.730  -0.14
85 H 0.607 2.022 0.125  -0.37
86 H -0.918 1.905 -0.781  -0.53
87 H 0.475 0.941 -1.217  -0.52
88 H 0.852 -0.842 1.721  0.25
89 H 1.182 -0.963 -0.023  0.14
90 H -0.209 -1.842 0.725  -0.29
91 C 6.443 -2.563 -1.446  -1.21
92 C 5.306 -2.771 -0.477  0.76
93 O 5.387 -2.438 0.685  -0.58
94 C 4.033 -3.376 -1.031  -0.52
95 H 7.025 -1.673 -1.221  0.28
96 H 6.105 -2.575 -2.479  0.31
97 H 7.144 -3.398 -1.311  0.38
98 H 3.871 -2.966 -2.029  0.26
99 H 3.163 -3.119 -0.433  0.01
100 H 4.173 -4.457 -1.082  0.34
101 C -4.463 -5.364 -1.658  -1.15
102 C -3.353 -5.076 -0.677  0.59
103 O -3.025 -5.868 0.174  -0.57
104 C -2.662 -3.750 -0.836  0.17
105 H -4.091 -5.401 -2.681  0.31
106 H -5.226 -4.584 -1.579  0.29
107 H -4.946 -6.305 -1.401  0.33
108 H -3.384 -2.948 -0.672  -0.13
109 H -2.241 -3.711 -1.844  0.09
110 H -1.865 -3.673 -0.099  0.04
111 C -2.169 3.778 0.980  0.26
112 C -2.504 4.537 2.243  0.46
113 O -3.223 5.508 2.244  -0.60
114 C -1.936 3.972 3.500  -0.58
115 H -2.775 2.869 1.035  -0.41
116 H -1.107 3.609 0.841  0.14
117 H -2.564 4.344 0.133  0.32
118 H -2.041 2.886 3.485  -0.15
119 H -2.437 4.407 4.361  0.36
120 H -0.876 4.228 3.569  0.20

The energy comes out at -63069.191 eV. Its SMILES is CC(C)=O.CC(C)=O.CC(C)=O.CC(C)=O.CC(C)=O.CC(C)=O.CC(C)=O.CC(C)=O.CC(C)=O.CC(C)=O.CC(C)=O.CC(C)=O. For the HOMO energy, the calculation gives -9.32 eV. As for the spin multiplicity: 1. As for the HOMO-LUMO gap: 9.6740 eV. The relative energy (zero: lowest compared OMol25 entry of this formula, charge and spin) comes out at 0.228 eV.